one) 18
Properties=species:S:1:pos:R:3:lowdin_charge:R:1 method="wB97M-V/def2-TZVPD" homo_energy_ev=-8.058 molar_mass_g_mol=101.2 homo_lumo_gap_ev=9.131 spin_multiplicity=1
C 1.297 -0.617 -0.541 -0.120
C 0.521 1.658 0.669 -0.037
N 1.212 -0.830 0.900 -0.018
C -1.089 -0.253 0.275 -0.463
C 0.245 0.182 0.563 -0.405
N -1.680 0.468 -0.658 0.038
N -1.483 -1.514 0.673 0.139
H 1.992 -0.448 1.425 0.100
H -2.612 0.143 -0.902 0.067
H -0.713 0.509 -1.730 0.055
H -0.771 -2.051 1.146 0.084
H -2.101 -2.030 0.067 0.097
H 2.187 -0.108 -0.893 0.091
H 1.043 -1.514 -1.091 0.083
H 0.206 0.287 -1.965 0.054
H 0.500 2.123 -0.320 0.072
H -0.251 2.139 1.269 0.082
H 1.498 1.856 1.114 0.080

two) 18
Properties=species:S:1:pos:R:3:lowdin_charge:R:1 method="wB97M-V/def2-TZVPD" homo_energy_ev=-7.434 molar_mass_g_mol=101.2 homo_lumo_gap_ev=8.353 spin_multiplicity=1
C 0.775 0.156 0.252 -0.538
N 1.562 -0.617 1.183 0.046
N 1.202 1.518 0.076 0.054
N 0.218 0.220 -2.136 0.049
C 0.310 -0.494 -0.924 -0.216
H 2.436 -0.972 0.816 0.070
H 1.039 -1.371 1.610 0.069
H 1.986 1.597 -0.564 0.077
H 1.466 1.937 0.957 0.076
H 0.014 1.198 -1.973 0.075
H -0.427 -0.188 -2.799 0.079
H 0.529 -1.550 -1.041 0.124
C -1.797 0.070 1.364 -0.073
C -2.193 -0.621 0.362 -0.115
H -1.271 -0.751 -0.438 0.046
H -2.260 0.559 2.204 0.040
H -0.444 0.297 1.040 0.090
H -3.146 -0.986 0.011 0.048

Which structure is most stable? one), by 4.6 kcal/mol over the runner-up.

one) 18
Properties=species:S:1:pos:R:3:lowdin_charge:R:1 method="wB97M-V/def2-TZVPD" homo_energy_ev=-7.814 molar_mass_g_mol=101.2 homo_lumo_gap_ev=8.756 spin_multiplicity=1
H 2.257 -0.675 -0.614 0.039
N 2.390 -0.345 0.342 0.054
C 1.542 -0.807 1.162 -0.418
N 0.650 -1.839 0.955 0.075
H 1.644 -0.518 2.204 0.110
H 0.049 -2.140 1.705 0.087
H 0.461 -2.111 0.002 0.091
C -1.634 0.081 -1.494 -0.118
C -1.411 0.322 -0.032 -0.209
C -0.462 1.120 0.485 -0.280
N 0.411 1.923 -0.241 0.047
H -0.697 0.116 -2.051 0.058
H -2.293 0.841 -1.919 0.075
H -2.099 -0.890 -1.656 0.063
H -2.155 -0.088 0.634 0.084
H -0.478 1.350 1.544 0.107
H 1.323 2.010 0.186 0.068
H 0.503 1.651 -1.210 0.066

two) 18
Properties=species:S:1:pos:R:3:lowdin_charge:R:1 method="wB97M-V/def2-TZVPD" homo_energy_ev=-6.973 molar_mass_g_mol=101.2 homo_lumo_gap_ev=7.790 spin_multiplicity=1
C -0.462 -1.309 0.990 -0.027
N -0.220 -0.268 -0.041 -0.345
N -1.268 -0.265 -1.023 0.079
C 1.258 -0.528 -0.965 -0.317
N 2.174 -1.159 -0.324 -0.017
H -1.139 0.549 -1.623 0.095
H -2.152 -0.133 -0.535 0.091
H 2.762 -1.702 -0.952 0.028
H 0.946 -0.744 -1.991 0.095
H -1.131 -0.907 1.750 0.091
H 0.499 -1.565 1.430 0.075
H -0.887 -2.197 0.526 0.093
C 0.167 1.077 0.468 -0.279
C -0.734 2.088 0.646 -0.003
H -0.411 2.976 1.172 0.046
H 0.974 0.951 1.186 0.119
H 1.247 0.936 -0.752 0.141
H -1.623 2.200 0.038 0.036

three) 18
Properties=species:S:1:pos:R:3:lowdin_charge:R:1 method="wB97M-V/def2-TZVPD" smiles="C=N[C@@H](C)N(C)N" homo_energy_ev=-8.874 molar_mass_g_mol=101.2 homo_lumo_gap_ev=9.961 spin_multiplicity=1
C 0.855 -0.913 -2.040 -0.093
N 1.264 0.035 -1.300 0.016
C 0.408 0.553 -0.056 -0.411
C -0.257 1.844 -0.534 -0.077
N -0.465 -0.507 0.391 -0.203
C 0.250 -1.540 1.147 -0.110
N -1.450 0.197 1.381 0.027
H -0.028 -1.542 -1.835 0.070
H 1.418 -1.175 -2.951 0.065
H 1.161 0.801 0.701 0.125
H -0.590 2.452 0.313 0.064
H -1.109 1.636 -1.189 0.079
H 0.452 2.453 -1.104 0.075
H 1.103 -1.931 0.583 0.075
H 0.632 -1.175 2.108 0.075
H -0.425 -2.380 1.337 0.081
H -0.985 0.605 2.193 0.071
H -2.234 0.586 0.856 0.072

Which structure is most stable? one), by 39.3 kcal/mol over the runner-up.

one) 80
Properties=species:S:1:pos:R:3:lowdin_charge:R:1 method="wB97M-V/def2-TZVPD" homo_energy_ev=0.039 molar_mass_g_mol=862.3 homo_lumo_gap_ev=3.070 total_charge=-2 spin_multiplicity=1
Sr 0.237 -0.632 0.114 1.241
C -2.255 1.194 5.610 -0.073
C -1.361 1.119 4.366 -0.387
C -1.013 2.523 3.871 -0.075
C -2.016 0.251 3.312 -0.214
C -2.938 0.756 2.401 -0.020
C -3.593 -0.079 1.508 -0.036
C -3.356 -1.447 1.498 -0.295
C -4.113 -2.366 0.581 -0.052
C -2.411 -1.952 2.385 -0.047
C -1.752 -1.117 3.275 -0.042
H -1.775 1.785 6.395 0.069
H -2.464 0.197 6.003 0.073
H -3.209 1.667 5.363 0.077
H -0.432 0.616 4.653 0.118
H -1.913 3.097 3.642 0.070
H -0.392 2.459 2.978 0.072
H -0.462 3.068 4.643 0.073
H -3.142 1.820 2.373 0.109
H -4.290 0.344 0.793 0.114
H -4.884 -2.910 1.133 0.076
H -3.445 -3.098 0.127 0.073
H -4.592 -1.807 -0.222 0.074
H -2.193 -3.015 2.378 0.118
H -1.014 -1.538 3.950 0.117
C 4.219 0.542 -1.536 -0.302
Si 2.448 -0.126 -1.997 0.530
C 2.892 -1.665 -3.101 -0.302
C 1.982 1.180 -3.372 -0.329
C 2.836 1.304 -4.476 -0.147
C 2.590 2.181 -5.522 -0.139
C 1.447 2.969 -5.487 -0.139
C 0.592 2.866 -4.400 -0.147
C 0.830 1.995 -3.327 -0.331
Si -0.475 1.990 -1.871 0.548
C -0.660 3.908 -1.557 -0.316
C -2.097 1.658 -2.894 -0.306
H 4.887 0.659 -2.400 -0.008
H 4.714 -0.118 -0.814 -0.016
H 4.117 1.523 -1.060 -0.001
H 3.610 -1.464 -3.908 -0.011
H 1.974 -2.049 -3.560 -0.005
H 3.297 -2.471 -2.481 -0.006
H 3.735 0.692 -4.525 0.072
H 3.280 2.250 -6.359 0.077
H 1.226 3.658 -6.298 0.077
H -0.301 3.488 -4.387 0.071
H -0.747 4.494 -2.482 -0.016
H 0.209 4.282 -1.007 -0.009
H -1.546 4.116 -0.946 -0.014
H -2.396 2.485 -3.554 -0.006
H -2.931 1.452 -2.214 -0.016
H -1.957 0.765 -3.513 -0.002
I 6.384 0.406 6.744 0.727
C 4.848 0.320 5.252 -0.699
C 5.006 -0.533 4.173 -0.154
C 3.963 -0.658 3.269 -0.009
C 2.788 0.069 3.430 -0.111
C 2.670 0.936 4.508 -0.017
C 3.690 1.053 5.441 -0.161
C 1.661 -0.108 2.426 -0.697
O 1.118 0.913 1.957 -0.106
O 1.364 -1.294 2.137 -0.166
H 5.928 -1.082 4.033 0.088
H 4.051 -1.325 2.420 0.125
H 1.774 1.535 4.611 0.105
H 3.591 1.717 6.289 0.085
Br -1.504 -6.370 -4.987 0.664
C -2.118 -4.757 -4.150 -0.655
C -3.296 -4.191 -4.598 -0.214
N -3.782 -3.073 -4.059 0.068
C -3.086 -2.516 -3.070 -0.079
C -1.900 -3.027 -2.557 -0.092
C -1.392 -4.192 -3.126 -0.042
C -1.168 -2.342 -1.424 -0.684
O -1.667 -1.284 -0.969 -0.236
O -0.109 -2.865 -1.016 -0.106
H -3.864 -4.632 -5.407 0.091
H -3.480 -1.596 -2.655 0.116
H -0.465 -4.604 -2.751 0.119

two) 80
Properties=species:S:1:pos:R:3:lowdin_charge:R:1 method="wB97M-V/def2-TZVPD" homo_energy_ev=0.802 molar_mass_g_mol=862.3 homo_lumo_gap_ev=2.579 total_charge=-2 spin_multiplicity=1
Sr -0.931 -0.535 -0.735 1.392
C 1.845 -0.415 4.329 -0.073
C 0.861 -1.198 3.457 -0.380
C 1.569 -1.796 2.238 -0.068
C -0.310 -0.346 3.017 -0.223
C -0.106 0.839 2.310 -0.029
C -1.175 1.584 1.835 -0.040
C -2.487 1.157 2.038 -0.281
C -3.625 1.955 1.458 -0.043
C -2.692 -0.016 2.758 -0.055
C -1.618 -0.752 3.245 -0.055
H 2.649 -1.069 4.676 0.071
H 1.346 0.016 5.199 0.077
H 2.300 0.400 3.763 0.074
H 0.457 -2.021 4.055 0.127
H 1.976 -1.003 1.603 0.082
H 0.876 -2.383 1.634 0.058
H 2.398 -2.440 2.544 0.078
H 0.896 1.187 2.087 0.114
H -0.979 2.485 1.263 0.109
H -3.723 2.916 1.967 0.083
H -4.571 1.418 1.542 0.068
H -3.427 2.178 0.408 0.076
H -3.702 -0.378 2.916 0.105
H -1.802 -1.686 3.765 0.109
C 2.400 -3.442 -0.849 -0.282
Si 1.679 -2.006 -1.917 0.544
C 1.369 -2.944 -3.578 -0.300
C 3.328 -1.064 -2.340 -0.297
C 4.301 -1.847 -2.985 -0.137
C 5.541 -1.366 -3.366 -0.116
C 5.858 -0.041 -3.097 -0.117
C 4.924 0.747 -2.452 -0.145
C 3.652 0.278 -2.061 -0.229
Si 2.780 1.769 -1.242 0.479
C 2.724 3.084 -2.579 -0.137
C 3.977 2.212 0.163 -0.164
H 3.173 -4.006 -1.385 0.004
H 1.604 -4.143 -0.572 0.001
H 2.841 -3.067 0.077 -0.008
H 2.174 -3.637 -3.851 -0.003
H 1.236 -2.239 -4.404 0.006
H 0.447 -3.531 -3.498 -0.005
H 4.073 -2.885 -3.198 0.071
H 6.252 -2.016 -3.866 0.086
H 6.820 0.372 -3.381 0.087
H 5.199 1.778 -2.244 0.083
H 3.667 3.634 -2.631 0.028
H 1.924 3.792 -2.358 0.025
H 2.538 2.631 -3.555 0.036
H 4.629 3.050 -0.094 0.028
H 4.609 1.359 0.421 0.025
H 3.405 2.498 1.048 0.016
I -0.262 8.567 0.621 0.577
C -0.207 6.463 0.449 -0.804
C -1.244 5.816 -0.269 -0.245
C -1.116 4.530 -0.703 -0.080
C 0.114 3.755 -0.483 -0.241
C 1.213 4.524 0.110 -0.086
C 1.046 5.813 0.529 -0.242
C 0.139 2.442 -0.812 -0.569
O -0.869 1.731 -1.262 -0.366
O 1.298 1.625 -0.526 -0.197
H -2.173 6.344 -0.459 0.065
H -1.940 4.042 -1.206 0.079
H 2.178 4.059 0.261 0.054
H 1.893 6.335 0.962 0.069
Br -1.110 -7.798 2.208 0.688
C -1.804 -6.704 0.811 -0.662
C -2.469 -7.307 -0.242 -0.213
N -2.980 -6.604 -1.249 0.063
C -2.834 -5.280 -1.214 -0.076
C -2.187 -4.597 -0.192 -0.100
C -1.650 -5.335 0.852 -0.046
C -2.062 -3.089 -0.204 -0.683
O -2.551 -2.477 -1.188 -0.134
O -1.467 -2.560 0.765 -0.130
H -2.589 -8.384 -0.277 0.092
H -3.250 -4.713 -2.037 0.117
H -1.134 -4.822 1.653 0.118

Which structure is most stable? two), by 5.0 kcal/mol over the runner-up.

one) 12
Properties=species:S:1:pos:R:3:lowdin_charge:R:1 method="wB97M-V/def2-TZVPD" homo_energy_ev=-9.630 molar_mass_g_mol=90.1 homo_lumo_gap_ev=10.014 spin_multiplicity=1
H 0.671 0.654 2.370 0.042
N -0.109 1.025 1.819 0.080
C 0.210 1.435 0.643 -0.356
N 1.188 0.875 -0.176 0.030
H -0.679 1.992 0.327 0.100
H 1.231 -0.054 -0.535 0.033
H 2.121 1.208 0.038 0.079
O -1.788 -1.367 -2.092 0.111
C -0.905 -1.337 -1.293 -0.364
O -1.207 -1.394 0.057 0.016
H 0.017 -0.819 -1.522 0.101
H -0.750 -2.217 0.365 0.126

two) 12
Properties=species:S:1:pos:R:3:lowdin_charge:R:1 method="wB97M-V/def2-TZVPD" homo_energy_ev=-9.860 molar_mass_g_mol=90.1 homo_lumo_gap_ev=10.586 spin_multiplicity=1
C -0.545 0.310 -0.714 -0.675
N -1.703 0.995 -0.493 0.156
N -0.628 -1.042 -0.564 0.163
C 2.219 0.398 0.149 -0.049
O 0.488 0.876 -1.029 -0.040
O 3.019 1.098 -0.255 0.054
H 1.159 -1.303 2.645 0.031
H -2.586 0.517 -0.492 0.095
H -1.708 1.964 -0.773 0.109
H -1.392 -1.435 -0.039 0.098
H 0.260 -1.512 -0.471 0.091
H 1.418 -0.867 2.037 -0.033

Which structure is most stable? two), by 43.0 kcal/mol over the runner-up.